The following is a quantum chemistry calculation of a 4-piece molecular cluster, C5H17NO5 overall at a distorted geometry, from the Open Molecules 2025 dataset.

Cartesian coordinates (Å):
1 C 0.31889 0.18496 -1.59885
2 N 0.99292 -0.20564 -0.38444
3 C 0.23672 -0.40004 0.85028
4 C -1.24878 -0.69505 0.66823
5 O -1.84488 -0.73259 1.99256
6 C 0.87876 -1.52239 1.66711
7 O 1.82782 -2.20048 1.37843
8 C 1.29996 0.91070 -2.52590
9 H -0.24140 -0.60016 -2.11360
10 H -0.43747 0.98001 -1.46841
11 H 1.83792 0.31494 -0.22361
12 H 0.30557 0.49514 1.48901
13 H -1.55901 -1.61845 0.18001
14 H -1.77472 0.12499 0.18313
15 H -1.85533 -1.63633 2.30315
16 H 0.37376 -1.72885 2.63401
17 H 0.89986 1.75596 -3.07378
18 H 2.14645 1.27607 -1.94235
19 H 1.83111 0.27115 -3.24062
20 H -2.70579 2.93188 -0.07713
21 H -2.89160 1.89778 -1.16925
22 O -2.21033 2.33384 -0.64534
23 H 1.92151 -1.92489 -1.68509
24 H 2.27397 -2.94438 -0.51135
25 O 2.32127 -2.76095 -1.45024
26 H -1.12150 2.43001 2.47336
27 H -1.07266 1.25528 3.42034
28 O -0.50303 1.80748 2.87034

Values from the calculation:
**DFT total energy**: -17186.8610 eV
**Charge**: 0
**ΔE to the lowest compared entry with this formula, charge and spin**: 57.8 kcal per mole
**Structure (SMILES)**: CCN[C@H](C=O)CO.O.O.O

Here are the natural (NBO) charges for atoms 1 to 6, given in e:
1 C -0.24
2 N -0.64
3 C -0.21
4 C -0.08
5 O -0.74
6 C 0.46

=====

The following is a quantum chemistry calculation of C5H18ClN6O5V as an isolated structure at a distorted geometry, from the Open Molecules 2025 dataset.

Cartesian coordinates (Å):
1 O -1.35434 -3.21923 -0.55750
2 V -0.07701 -2.66665 -1.41712
3 Cl -0.29638 -1.12533 -0.36995
4 C -1.24280 1.20501 -2.41941
5 O -1.15842 2.15735 -3.15616
6 N -0.19541 0.49604 -2.01404
7 N -2.40280 0.93666 -1.90963
8 H 0.75056 0.81738 -2.16229
9 H -0.37524 -0.20791 -1.31246
10 H -3.09404 1.66519 -2.01705
11 H -2.60999 0.20395 -1.24608
12 C 1.02181 0.99808 1.82684
13 O 1.04019 0.08704 2.68077
14 N 1.96050 1.88594 1.78885
15 N 0.24241 0.98084 0.76901
16 H 2.20385 2.31871 0.90931
17 H 2.46889 1.96448 2.65803
18 H 0.24203 1.75181 0.11655
19 H -0.25554 0.12425 0.57303
20 C -3.07739 0.10823 0.12164
21 O -4.08680 0.69543 0.35926
22 N -2.95910 -1.02214 -0.56384
23 N -1.95403 0.54057 0.51802
24 H -3.81096 -1.51898 -0.78199
25 H -2.04588 -1.31855 -0.87731
26 H -1.97352 1.38934 1.06512
27 H -1.05729 0.15673 0.25607
28 C 3.22234 -0.52956 1.31464
29 C 2.63888 -1.47406 0.29865
30 O 1.36107 -1.89065 0.72443
31 H 3.42527 -1.16430 2.17720
32 H 2.59931 0.31944 1.59598
33 H 4.19694 -0.12849 1.03644
34 H 3.31653 -2.32218 0.20069
35 H 2.55810 -1.05860 -0.70583
36 H 0.77824 -1.15571 0.52006

Values from the calculation:
**DFT total energy**: -62839.4469 eV
**Charge**: +1
**ΔE to the lowest compared entry with this formula, charge and spin**: 493.8 kcal per mole
**Spin multiplicity**: 2

Here are the natural (NBO) charges for atoms 1 to 6, given in e:
1 O -0.41
2 V 1.38
3 Cl 0.12
4 C 0.72
5 O -0.63
6 N -0.82

=====

The following is a quantum chemistry calculation of a 4-piece molecular cluster, C5H18N2O4 overall at a distorted geometry, from the Open Molecules 2025 dataset.

Cartesian coordinates (Å):
1 N 1.50199 -1.65907 -2.18051
2 C 0.72301 -0.53021 -1.76877
3 C 0.32120 -0.51741 -0.28218
4 N -0.15793 0.63186 0.22351
5 C -0.34305 1.89610 -0.48128
6 C -1.65801 2.03061 -1.27409
7 C -2.83831 1.08300 -0.86943
8 O 0.38060 -1.52522 0.43855
9 H 2.41220 -1.63878 -1.74101
10 H 1.12620 -2.52898 -1.81946
11 H -0.26149 -0.57358 -2.23530
12 H 1.21276 0.40902 -1.97202
13 H -0.40480 0.60424 1.20537
14 H 0.55525 2.12303 -1.04935
15 H -0.40625 2.60032 0.34899
16 H -1.86719 3.09250 -1.40152
17 H -1.39791 1.69173 -2.27244
18 H -3.00242 0.43818 -1.72743
19 H -2.50558 0.49609 -0.02212
20 H -3.72788 1.66546 -0.64177
21 H 0.06415 -1.06578 2.40207
22 H -0.90671 -0.75831 3.59658
23 O -0.29308 -0.36167 2.97330
24 H 1.22772 0.55039 3.59151
25 H 2.21607 1.49767 2.91444
26 O 2.17149 0.79872 3.57660
27 H 1.76938 -2.73946 0.35183
28 H 1.74814 -4.23287 0.04034
29 O 2.34042 -3.47758 0.07560

Values from the calculation:
**DFT total energy**: -16647.7312 eV
**Charge**: 0
**ΔE to the lowest compared entry with this formula, charge and spin**: 16.5 kcal per mole
**Structure (SMILES)**: CCCNC(=O)CN.O.O.O

Here are the natural (NBO) charges for atoms 1 to 6, given in e:
1 N -0.81
2 C -0.31
3 C 0.69
4 N -0.62
5 C -0.22
6 C -0.42

=====

The following is a quantum chemistry calculation of a 3-piece molecular cluster, C5H18NO2 overall at a distorted geometry, from the Open Molecules 2025 dataset.

Cartesian coordinates (Å):
1 C 0.57677 0.49351 0.98050
2 C -0.39094 -0.61601 1.34241
3 C -1.67696 -0.09532 1.98686
4 C -2.58734 0.61291 0.97399
5 C -3.23385 -0.25842 -0.08976
6 N 1.31650 0.27058 -0.32583
7 H 1.34458 0.61254 1.74284
8 H 0.15358 1.48342 1.00273
9 H -0.71039 -1.21430 0.48867
10 H 0.08877 -1.28553 2.04960
11 H -2.23748 -0.95184 2.36728
12 H -1.45064 0.54140 2.83947
13 H -3.30661 1.18265 1.51570
14 H -1.92952 1.29066 0.42382
15 H -2.74012 -1.20837 -0.30442
16 H -3.29252 0.27345 -1.04390
17 H -4.28063 -0.47600 0.14544
18 H 1.12428 0.95118 -1.05558
19 H 2.30892 0.25678 -0.12312
20 H 1.04313 -0.66975 -0.69100
21 H 4.08199 1.52035 -2.60246
22 H 3.41847 2.80882 -2.12606
23 O 3.24399 1.86972 -2.25223
24 H 0.99680 -3.02413 -1.41541
25 H 1.93083 -2.23605 -2.32330
26 O 1.47750 -2.18832 -1.47207

Values from the calculation:
**DFT total energy**: -11056.1725 eV
**Charge**: +1
**ΔE to the lowest compared entry with this formula, charge and spin**: 9.4 kcal per mole

Here are the natural (NBO) charges for atoms 1 to 6, given in e:
1 C -0.23
2 C -0.44
3 C -0.38
4 C -0.40
5 C -0.62
6 N -0.69

=====

The following is a quantum chemistry calculation of a 4-piece molecular cluster, C5H18NO4 overall at a distorted geometry, from the Open Molecules 2025 dataset.

Cartesian coordinates (Å):
1 C -0.48131 1.99521 -1.88709
2 C -0.85018 0.67290 -1.15379
3 C -1.21297 1.15154 0.29549
4 C -1.11008 0.12800 1.43876
5 C 0.26335 -0.12749 2.23605
6 O 0.72508 -1.34023 1.82933
7 N -2.09240 0.07600 -1.66176
8 H 0.46221 2.40167 -1.56139
9 H -0.34614 1.84448 -2.95917
10 H -1.19923 2.79783 -1.81742
11 H -0.13963 -0.15566 -1.12251
12 H -0.44798 1.90416 0.61059
13 H -2.23773 1.65267 0.18785
14 H -1.35164 -0.95645 1.06183
15 H -1.89321 0.40187 2.13323
16 H 0.85303 0.84787 2.22194
17 H 0.01248 -0.19421 3.38268
18 H -2.17676 -0.01874 -2.66101
19 H -2.16464 -0.81135 -1.22481
20 H 1.35422 -1.24665 0.89115
21 H 2.52241 -1.92735 -0.65650
22 O 1.88933 -1.26104 -0.50495
23 H 2.94095 0.48371 1.43230
24 H 2.91920 -0.12234 0.11526
25 O 3.42045 0.60394 0.61608
26 H -0.67562 -2.93691 -0.38404
27 H 0.82213 -2.56606 -0.40940
28 O 0.19471 -3.29740 -0.44870

Values from the calculation:
**DFT total energy**: -15157.3107 eV
**Charge**: -1
**ΔE to the lowest compared entry with this formula, charge and spin**: 9.3 kcal per mole

Here are the natural (NBO) charges for atoms 1 to 6, given in e:
1 C -0.61
2 C -0.08
3 C -0.40
4 C -0.44
5 C -0.04
6 O -0.80

=====

The following is a quantum chemistry calculation of a 5-piece molecular cluster, C5H18NO4 overall at a distorted geometry, from the Open Molecules 2025 dataset.

Cartesian coordinates (Å):
1 C 1.28446 1.73320 1.95736
2 C 0.62690 0.43948 2.55535
3 C 0.19479 -0.56586 1.52572
4 C -0.84510 -1.37546 1.51291
5 C 1.76642 -1.51046 -0.12797
6 N 1.06849 -0.55477 0.29463
7 H 0.55532 2.29678 1.38010
8 H 1.53126 2.28191 2.87138
9 H 2.26437 1.53940 1.36262
10 H 1.38590 0.04880 3.19209
11 H -0.34552 0.79644 3.00448
12 H -1.63685 -1.44317 2.27268
13 H -1.21203 -2.07656 0.79446
14 H 2.16372 -1.55941 -1.13535
15 H 2.04359 -2.39474 0.48797
16 H 1.02487 0.34622 -0.11681
17 H -2.49121 -0.38752 -2.34582
18 H -2.43278 0.66880 -3.44318
19 O -1.87638 0.05310 -2.88964
20 H 1.21876 2.17232 -1.88542
21 H 0.68191 2.87393 -0.68421
22 O 1.24068 2.25500 -0.86496
23 H -2.92685 0.93117 1.33676
24 H -3.99465 0.14607 0.51608
25 O -3.02775 0.26387 0.58839
26 H -0.12882 -1.10228 -2.93177
27 H 1.05577 -1.74735 -3.55375
28 O 0.61331 -1.55106 -2.79941

Values from the calculation:
**DFT total energy**: -15148.3309 eV
**Charge**: +1
**ΔE to the lowest compared entry with this formula, charge and spin**: 64.1 kcal per mole

Here are the natural (NBO) charges for atoms 1 to 6, given in e:
1 C -0.61
2 C -0.45
3 C 0.12
4 C -0.33
5 C 0.14
6 N -0.43